14
Properties=species:S:1:pos:R:3:forces:R:3 method="wB97M-V/def2-TZVPD" energy_ha=-1098.91528 e_homo_ev=-9.20 orbital_gap_ev=9.5 lumo_energy_ev=0.34 relative_energy_kj_mol=416.5 spin_multiplicity=1 total_charge=0
H -1.10316 0.71873 -2.34002 0.654 -0.696 0.096
N -0.19584 0.69667 -1.84271 -2.132 -2.832 2.772
C -0.23209 -0.16131 -0.79125 1.799 3.128 -2.125
S -1.19749 -1.66008 -0.65655 0.188 -0.326 -1.224
C -2.13411 -1.69746 0.80559 -0.029 -0.432 1.151
O -2.30193 -0.80433 1.56893 -0.230 1.047 0.465
N 0.89143 0.00909 0.07002 -0.870 0.942 -2.183
C 1.68911 1.20069 -0.40773 1.776 1.916 1.332
S 0.94377 -0.65094 1.61939 0.095 1.122 0.439
H -2.52907 -2.70524 1.07997 0.137 0.103 -0.828
H 2.35417 1.51618 0.57994 -1.425 -0.862 -2.771
H 2.49633 0.94733 -1.42511 -2.913 0.815 3.229
H 0.87729 2.15932 -0.62462 2.722 -2.942 0.382
H 0.44159 0.43136 2.36415 0.227 -0.983 -0.734

***

14
Properties=species:S:1:pos:R:3:forces:R:3 method="wB97M-V/def2-TZVPD" energy_ha=-1099.00559 e_homo_ev=-8.41 orbital_gap_ev=9.0 lumo_energy_ev=0.64 relative_energy_kj_mol=179.4 spin_multiplicity=1 total_charge=0
C 1.46449 1.77044 -0.00728 0.038 1.572 1.660
C 0.61612 0.55186 0.02310 -0.207 -1.095 -0.509
N 1.03951 -0.66118 -0.02042 -0.160 0.498 0.255
S 2.72632 -0.92984 0.00047 0.061 0.836 -0.031
S -1.12982 0.84943 -0.01098 0.820 0.339 0.043
N -1.63340 -0.75292 -0.00971 -0.787 -1.313 0.199
C -2.97010 -1.02417 0.03123 0.070 0.350 -0.757
O -3.83012 -0.15761 -0.00733 0.569 -1.030 0.314
H 2.07572 1.78502 -0.89690 0.334 -0.109 -0.229
H 2.12313 1.75592 0.91693 -0.506 0.001 -1.121
H 0.91058 2.76217 0.03468 0.360 -1.386 -0.082
H 2.71125 -2.25402 -0.01124 -0.359 -0.369 -0.011
H -0.99417 -1.55351 -0.03193 0.173 0.917 0.033
H -3.10950 -2.14160 -0.01062 -0.405 0.789 0.235

***

14
Properties=species:S:1:pos:R:3:forces:R:3 method="wB97M-V/def2-TZVPD" energy_ha=-1098.93852 e_homo_ev=-8.42 smiles="S/N=C1/NOC[C@H]1S" orbital_gap_ev=8.9 lumo_energy_ev=0.44 relative_energy_kj_mol=355.5 spin_multiplicity=1 total_charge=0
S 1.39182 1.71654 2.17681 -0.117 0.098 0.185
N -0.18253 1.27294 1.73009 0.411 -0.870 -1.106
C -0.44008 0.50910 0.73250 0.511 1.439 1.058
N -1.76924 0.21397 0.43358 -1.226 0.291 1.592
O -1.74999 -1.07386 -0.12010 -0.644 -1.840 0.656
C -0.67849 -1.02584 -1.00293 -0.066 0.182 -1.651
C 0.40805 -0.23566 -0.27001 0.139 0.053 0.087
S 1.39914 0.81614 -1.36075 0.135 0.274 -0.146
H 2.18750 1.26842 1.18157 -0.240 -0.057 -0.094
H -2.32646 0.10392 1.31685 0.612 0.411 -1.190
H -0.32567 -2.01227 -1.32441 -0.399 -0.012 0.437
H -1.13478 -0.53404 -1.89882 1.263 0.171 0.296
H 1.10107 -0.84513 0.32587 -0.232 -0.182 -0.272
H 2.11967 -0.17425 -1.92025 -0.145 0.042 0.147

***

12
Properties=species:S:1:pos:R:3:forces:R:3 method="wB97M-V/def2-TZVPD" energy_ha=-625.55879 e_homo_ev=-7.60 smiles="NC(N)=CC=S" orbital_gap_ev=7.9 lumo_energy_ev=0.31 relative_energy_kj_mol=165.9 spin_multiplicity=1 total_charge=0
N -0.69354 1.33260 0.16878 -1.510 1.864 0.408
C 0.22719 0.40737 0.34852 2.296 -0.873 -1.579
N 1.42251 0.64287 0.95770 1.962 0.531 2.963
C 0.25125 -0.82521 -0.35417 1.692 0.187 1.709
C -0.78150 -1.37348 -0.95381 -3.345 -2.427 -3.717
S -2.43123 -0.79497 -1.11218 1.717 -0.672 0.216
H -0.63102 2.39619 0.20538 0.564 -2.399 0.499
H -1.60803 0.95999 -0.18534 0.612 -0.034 -0.118
H 1.31174 1.14749 1.90861 0.749 -1.081 -2.323
H 2.24322 -0.11998 0.90010 -3.123 2.393 0.331
H 1.17877 -1.43744 -0.29947 -0.672 0.732 0.151
H -0.48934 -2.33542 -1.58413 -0.940 1.779 1.460

***

12
Properties=species:S:1:pos:R:3:forces:R:3 method="wB97M-V/def2-TZVPD" energy_ha=-625.55849 e_homo_ev=-8.29 orbital_gap_ev=9.1 lumo_energy_ev=0.82 relative_energy_kj_mol=166.7 spin_multiplicity=1 total_charge=0
C 2.24803 0.22271 -0.01036 0.671 -0.623 0.064
C 1.32802 -0.73706 0.00121 0.180 -0.584 0.048
N -0.04466 -0.49766 0.06562 -0.364 -0.351 -0.222
C -0.68162 0.71525 0.01643 0.869 0.709 0.052
N -1.93439 0.93327 0.01191 -0.255 -0.089 -0.135
S -2.92933 -0.45578 0.00162 -0.334 0.129 0.088
H 1.88256 1.24899 0.00927 0.801 -0.163 0.007
H 3.32679 -0.06110 -0.00546 -1.146 0.610 -0.074
H 1.54565 -1.83250 -0.01604 0.015 1.157 0.030
H -0.62081 -1.31012 -0.04839 -0.181 -0.146 0.060
H 0.00291 1.59068 -0.01422 -0.754 -0.610 0.093
H -4.12316 0.18331 -0.01159 0.500 -0.038 -0.011

***

12
Properties=species:S:1:pos:R:3:forces:R:3 method="wB97M-V/def2-TZVPD" energy_ha=-625.52781 e_homo_ev=-8.69 orbital_gap_ev=9.6 lumo_energy_ev=0.89 relative_energy_kj_mol=247.2 spin_multiplicity=1 total_charge=0
S -0.79738 -2.00018 -0.13231 0.134 -0.744 -0.133
N 0.01323 -1.08823 1.02320 -0.384 0.862 0.276
C 0.27587 0.13503 0.79138 1.003 0.047 0.690
C 0.24302 0.91241 -0.45520 0.549 -0.025 -0.738
C 1.24771 2.02814 -0.69516 -1.118 -0.364 -1.145
N -0.15389 2.30896 -0.37793 0.248 -0.062 -1.312
H -0.79074 -3.12385 0.62585 -0.063 0.336 -0.330
H 0.66128 0.70684 1.65700 0.002 -0.302 -0.256
H -0.00196 0.36584 -1.35809 -0.549 0.113 0.046
H 1.46094 2.29499 -1.74875 0.154 -0.469 0.809
H 2.02688 2.18909 0.00992 0.375 0.211 0.598
H -0.21334 2.57126 0.56797 -0.352 0.398 1.495

***

12
Properties=species:S:1:pos:R:3:forces:R:3 method="wB97M-V/def2-TZVPD" energy_ha=-625.52823 e_homo_ev=-8.82 smiles="C=N/N=C/SC" orbital_gap_ev=9.5 lumo_energy_ev=0.64 relative_energy_kj_mol=246.1 spin_multiplicity=1 total_charge=0
C -2.40048 1.29631 0.17576 -0.844 -0.278 -3.153
N -1.51346 1.10386 -0.76168 -1.382 0.032 1.478
N -0.37394 0.45206 -0.29594 1.036 -0.093 0.789
C 0.40280 0.01296 -1.20517 -1.098 -0.391 -1.340
S 1.82826 -0.99593 -0.98993 -0.228 0.355 0.214
C 1.97329 -1.14849 0.81500 -2.815 2.361 0.791
H -2.35291 1.00347 1.21477 0.520 -0.077 0.157
H -3.42694 1.59871 -0.24676 1.755 0.023 0.906
H 0.08127 0.09701 -2.30185 0.696 0.059 1.352
H 1.82130 -0.08299 1.27421 0.805 -1.925 -0.791
H 1.09266 -1.69640 1.22107 0.658 0.104 -0.440
H 2.86815 -1.64057 1.10051 0.898 -0.169 0.036

***

12
Properties=species:S:1:pos:R:3:forces:R:3 method="wB97M-V/def2-TZVPD" energy_ha=-625.41976 e_homo_ev=-9.26 orbital_gap_ev=9.3 lumo_energy_ev=0.09 relative_energy_kj_mol=530.9 spin_multiplicity=1 total_charge=0
C 0.77705 -0.49673 0.38780 -4.294 -5.117 2.499
C -0.28148 0.21220 -0.30320 -0.991 2.783 -0.289
C -1.28730 1.17751 0.34556 0.635 -1.635 1.704
H 2.56734 1.48620 0.41357 0.888 -3.788 -3.439
H 3.64902 -0.10244 -0.44313 -2.800 2.579 -0.071
H 0.28690 -1.49508 0.86995 1.182 2.521 -0.336
H 0.01954 0.71200 -1.20305 0.143 -0.536 -0.949
H -1.68692 1.98652 -0.18087 -0.310 0.768 -1.677
H -1.18839 1.60770 1.37176 -0.041 -1.608 -0.311
N 2.59682 0.34988 -0.46771 3.931 3.119 2.700
N 2.00357 -0.56765 0.37067 1.120 -0.577 -0.177
S -1.94374 -0.50178 -0.17062 0.538 1.492 0.348